# C4H12N3

A cluster of 2 separate species, C4H12N3 in total (ωB97M-V with the def2-TZVPD basis set, OMol25).

## Properties
gap between HOMO and LUMO	0.3424	Ha
charge	+1
HOMO energy	-12.230	eV
max |F|	0.0110	hartree/bohr
multiplicity	1
electronic energy	-8805.4283	eV
energy above the lowest of the compared OMol25 structures with the same formula, charge and spin	53.18	kcal per mole

Last column: natural (NBO) charge in e.
Atoms and positions in Å:
C: 0.703368 -1.174194 1.683554  -0.057
C: 1.705172 -0.380095 1.989997  -0.370
N: -0.691332 -0.779703 1.866260  -0.768
H: 0.835370 -2.197565 1.364487  0.225
H: 2.715668 -0.721354 1.826254  0.240
H: 1.585960 0.622229 2.382730  0.213
H: -0.728636 0.018000 2.499720  0.417
H: -1.187225 -0.406021 0.800303  0.439
H: -1.246326 -1.530986 2.267890  0.423
C: -0.088278 0.608210 -2.179025  0.002
C: -0.664574 0.863324 -1.013605  -0.129
N: -1.670575 -0.002211 -0.433839  -0.796
N: 0.981961 1.382193 -2.647731  -0.821
H: -0.439063 -0.210448 -2.808359  0.184
H: -0.371374 1.726839 -0.431664  0.214
H: -1.846236 -0.797447 -1.042565  0.405
H: -2.558417 0.483111 -0.315192  0.406
H: 1.111876 1.291279 -3.645005  0.387
H: 1.852652 1.204835 -2.164215  0.389

Force components x, y, z for each atom (eV/Å):
-0.2 -0.2 0.5
0.2 0.1 -0.2
0.3 0.4 -0.2
0.0 0.0 -0.2
0.1 0.0 0.0
-0.1 0.0 0.0
-0.1 -0.1 0.1
-0.2 -0.3 -0.1
0.0 0.0 0.0
0.1 0.0 -0.1
0.0 0.0 -0.2
0.1 0.1 0.2
-0.1 -0.2 -0.1
-0.1 0.1 0.0
-0.1 -0.1 0.1
0.0 0.0 0.0
0.0 0.0 0.0
0.1 0.0 0.1
-0.1 0.2 0.0

=====

# C4H12N3

The ion C4H12N3 with charge +1 (ωB97M-V with the def2-TZVPD basis set, OMol25).

## Properties
gap between HOMO and LUMO	0.3118	Ha
charge	+1
HOMO energy	-12.231	eV
max |F|	0.0380	hartree/bohr
multiplicity	1
electronic energy	-8805.1798	eV
energy above the lowest of the compared OMol25 structures with the same formula, charge and spin	58.91	kcal per mole

Last column: natural (NBO) charge in e.
Atoms and positions in Å:
N: -0.946052 2.651668 0.686398  -0.852
C: -0.098004 1.701984 1.343872  -0.209
C: 0.756812 0.853160 0.358952  -0.462
C: 0.212501 -0.484585 -0.085446  0.280
N: -0.866139 -1.017456 0.604042  -0.791
C: 0.702750 -1.045055 -1.212825  -0.250
N: 0.473455 -2.496839 -1.461874  -0.672
H: -1.939817 2.535820 0.788241  0.381
H: -0.666930 2.944561 -0.236264  0.372
H: 0.601910 2.115354 2.071748  0.202
H: -0.678252 1.001631 1.943226  0.180
H: 1.712546 0.580917 0.818806  0.249
H: 0.948733 1.495075 -0.501912  0.238
H: -1.489731 -0.297492 0.957303  0.409
H: -1.467715 -1.613837 0.043127  0.361
H: 1.139321 -0.519969 -2.044290  0.245
H: -0.366013 -2.812256 -0.973787  0.428
H: 0.344506 -2.734973 -2.452065  0.447
H: 1.250093 -3.055481 -1.106768  0.444

Force components x, y, z for each atom (eV/Å):
-0.1 0.2 0.1
0.5 -1.2 -0.2
-0.2 0.1 0.5
-1.3 0.7 -1.3
0.0 -0.2 -0.1
0.1 -0.3 0.2
-0.5 0.2 -0.2
0.1 0.0 -0.1
-0.1 0.0 0.1
0.0 0.5 -0.2
-0.2 0.2 0.2
0.0 0.3 0.0
0.3 -0.3 -0.2
0.5 -0.1 0.4
0.2 -0.1 0.2
0.7 -0.1 0.3
0.1 -0.2 0.0
0.1 0.2 0.2
0.1 0.0 0.0

=====

# C4H12N3

A cluster of 2 separate species, C4H12N3 in total (ωB97M-V with the def2-TZVPD basis set, OMol25).

## Properties
expectation value of S²	0.761
gap between HOMO and LUMO (alpha / beta)	0.3528 / 0.2195	Ha
charge	+2
HOMO energy (alpha / beta)	-18.181 / -18.182	eV
max |F|	0.0482	hartree/bohr
multiplicity	2
electronic energy	-8792.5442	eV
energy above the lowest of the compared OMol25 structures with the same formula, charge and spin	61.29	kcal per mole

Last column: natural (NBO) charge in e.
Atoms and positions in Å:
C: -0.636587 -1.087618 -1.694805  0.082
C: -0.113572 -1.949887 -0.760769  0.155
N: -0.038630 -1.557215 0.597557  -0.838
N: -0.428240 -1.193109 -3.053565  -0.563
H: -1.082081 -0.139528 -1.407472  0.232
H: 0.151787 -2.987576 -0.948297  0.254
H: 0.680426 -2.134634 1.032316  0.429
H: -0.922760 -1.815262 1.059046  0.459
H: -0.496360 -2.166183 -3.372744  0.419
H: 0.514952 -0.898889 -3.338155  0.451
C: -0.193254 2.017719 1.088797  -0.109
C: -0.261286 2.606001 2.254805  -0.288
N: 0.871277 1.065507 0.748856  -0.726
H: -0.893955 2.180093 0.287216  0.227
H: -1.026673 3.330832 2.476081  0.266
H: 0.398434 2.321536 3.061819  0.224
H: 1.303165 1.267042 -0.155087  0.433
H: 1.659371 1.102241 1.398552  0.449
H: 0.513985 0.038928 0.725847  0.445

Force components x, y, z for each atom (eV/Å):
0.0 1.1 -0.7
-1.3 -0.9 1.0
-0.1 -1.0 -0.9
0.7 -2.2 0.9
0.5 0.2 0.3
0.6 0.3 -0.7
-0.1 -0.1 0.3
0.0 0.6 0.1
0.0 0.0 -0.1
-0.7 1.2 -0.7
-0.2 0.3 -0.4
0.1 -0.3 0.5
0.3 -1.0 0.0
0.0 0.1 -0.2
-0.2 0.0 0.0
0.3 0.3 0.1
-0.2 0.2 -0.1
-0.1 0.1 0.3
0.3 1.1 0.1